Record 1
A molecular structure, C21H27BF10I4N2O5, computed with wB97M-V/def2-TZVPD.

Positions of all 70 atoms, in Å:
1 C 3.15662 -2.03693 -2.66485
2 C 1.80997 -1.31434 -2.52019
3 C 1.20847 -1.10001 -1.10565
4 I 2.10172 -2.36863 0.40643
5 C 0.82116 0.36193 -0.60851
6 C 1.72181 1.07784 0.51551
7 N 3.06490 0.67767 0.83289
8 C 3.83496 1.56236 1.67775
9 C -0.47889 0.10368 0.25041
10 C -1.91874 -0.03185 -0.29306
11 C -2.77491 -0.30621 1.01521
12 I -4.77177 0.55378 1.19275
13 C -2.94924 -1.78288 1.42122
14 C -1.69093 -2.52901 1.85410
15 C -2.15801 -1.02803 -1.47516
16 F -1.31913 -0.67391 -2.49250
17 F -1.81539 -2.26580 -1.09443
18 C -3.54689 -1.11834 -2.19495
19 F -3.58461 -0.08797 -3.09212
20 F -4.58085 -0.96293 -1.37132
21 C -3.75289 -2.44607 -2.97233
22 F -2.70482 -2.72524 -3.72941
23 F -4.81465 -2.30685 -3.74324
24 F -3.96573 -3.43664 -2.13059
25 N -2.12045 1.36479 -0.87923
26 F -2.57319 2.20131 0.09875
27 C -0.86016 2.11702 -1.54235
28 O -0.62729 3.21964 -0.76808
29 C 0.44875 1.29891 -1.82761
30 C 1.43709 2.34571 -2.46236
31 I 0.51949 3.88073 -3.62775
32 C 2.77709 2.30138 -2.54761
33 C 3.70475 1.27257 -1.98493
34 I 3.96349 3.69428 -3.56021
35 H 3.92916 -1.60617 -2.02370
36 H 3.07215 -3.10528 -2.46627
37 H 3.50817 -1.91321 -3.69505
38 H 1.93317 -0.35191 -3.02329
39 H 1.07951 -1.87824 -3.11009
40 H 0.27828 -1.64385 -1.12985
41 H 1.72962 2.16032 0.25922
42 H 1.12542 1.02223 1.43408
43 H 3.57778 0.07287 0.22892
44 H 3.25106 2.45882 1.90803
45 H 4.78009 1.85733 1.20445
46 H 4.08222 1.10445 2.64425
47 H -0.61481 0.95468 0.91473
48 H -0.23548 -0.70761 0.93084
49 H -2.25252 0.19390 1.83581
50 H -3.61123 -1.74693 2.28993
51 H -3.52075 -2.32927 0.66169
52 H -0.95460 -2.68335 1.06701
53 H -1.20180 -1.97791 2.66284
54 H -1.97733 -3.49858 2.27034
55 H -2.89214 1.36621 -1.55726
56 H -1.27366 2.44810 -2.49329
57 H -0.12149 2.98598 0.02479
58 H 0.24986 0.67585 -2.69636
59 H 4.41102 0.95359 -2.75705
60 H 3.19868 0.40399 -1.59813
61 H 4.30881 1.71542 -1.18861
62 B 0.22508 0.39946 6.50447
63 O -1.21093 0.00944 6.22855
64 C -1.48815 0.13787 4.96695
65 O -2.52709 -0.09732 4.39817
66 C -0.21472 0.64887 4.25339
67 O -0.16079 0.86032 3.05543
68 O 0.73122 0.78795 5.11295
69 F 0.93898 -0.67560 6.96815
70 F 0.28548 1.48562 7.33738

Atoms 1-3, force components in eV/Å:
0.0025 0.1798 -0.2024
0.4569 0.0260 -0.1313
-0.0021 0.0494 -0.2632

Values from the calculation:
- Spin multiplicity: 1
- Highest occupied orbital energy: -8.44 eV
- Strongest force on any atom: 0.0199 hartree/bohr

Mulliken population analysis, charges in e, atoms 1 to 2:
1. C -1.885
2. C -0.310

Record 2
2 unconnected molecules or ions with the total composition CH3N4O, computed with wB97M-V/def2-TZVPD.

Positions of all 9 atoms, in Å:
1 C 1.71059 -0.21215 0.82626
2 N 0.69662 -0.82201 0.56075
3 N -0.15619 -1.29058 -0.18555
4 N -0.79074 -2.01392 -0.68728
5 N -1.00691 0.71164 -0.55544
6 O 2.65249 0.32784 1.15953
7 H -1.66392 0.73333 0.10334
8 H -1.22136 1.48158 -1.28418
9 H -0.22056 1.08427 0.06257

Atoms 1-3, force components in eV/Å:
0.5344 0.1230 -0.5782
0.7584 -0.1005 2.1448
1.1364 0.0411 -0.1687

Values from the calculation:
- Charge: +1
- Spin multiplicity: 1
- ΔE to the lowest compared entry with this formula, charge and spin: 58.09 kcal/mol
- Highest occupied orbital energy: -16.00 eV
- Strongest force on any atom: 0.1223 hartree/bohr

Mulliken population analysis, charges in e, atoms 1 to 2:
1. C 0.606
2. N -0.027

Record 3
6 unconnected molecules or ions with the total composition C24H27Cl11O2S, computed with wB97M-V/def2-TZVPD.

Positions of all 65 atoms, in Å:
1 C -2.91302 -0.44572 -0.85912
2 C -2.02371 0.80033 -1.03978
3 C -1.30079 0.73595 -2.38687
4 C -0.08721 1.66158 -2.56723
5 C 0.79150 1.20906 -3.77051
6 C 0.79072 1.90161 -1.35506
7 C 1.13419 3.22737 -1.10033
8 C 1.94578 3.57988 -0.03769
9 Cl 2.28982 5.26221 0.18821
10 C 2.47330 2.62901 0.84245
11 S 3.42950 3.10512 2.25687
12 C 2.15642 1.28899 0.58174
13 C 1.32641 0.93528 -0.49705
14 C 1.03093 -0.52357 -0.67158
15 O 0.98527 -1.06960 -1.75017
16 C 0.84750 -1.28339 0.59739
17 C -0.07802 -2.30868 0.74020
18 C -0.15820 -2.97257 1.95408
19 C 0.68269 -2.63844 3.01084
20 C 1.62112 -1.62613 2.86582
21 C 1.68042 -0.94472 1.65793
22 C 2.66053 0.15901 1.45158
23 O 3.77100 0.12895 1.92615
24 H -2.29608 -1.32343 -1.07359
25 H -3.75212 -0.43564 -1.54890
26 H -3.23786 -0.54538 0.17631
27 H -2.69669 1.66036 -1.00470
28 H -1.33554 0.83152 -0.19324
29 H -2.02522 1.05318 -3.14456
30 H -1.06354 -0.29908 -2.62838
31 H -0.48296 2.64358 -2.83316
32 H 1.84543 1.21405 -3.49883
33 H 0.49854 0.20719 -4.06831
34 H 0.65379 1.88251 -4.61468
35 H 0.77093 4.02051 -1.74068
36 H 4.48898 3.60621 1.60924
37 H -0.71882 -2.59012 -0.08357
38 H -0.88190 -3.76286 2.10714
39 H 0.61491 -3.15322 3.96112
40 H 2.27834 -1.34819 3.67826
41 C 2.09466 -2.06089 7.39450
42 Cl 0.85074 -3.25400 7.00876
43 Cl 3.01438 -1.56195 5.96730
44 H 1.61391 -1.18525 7.81319
45 H 2.78313 -2.49893 8.10675
46 C -7.10452 -0.35716 -0.95652
47 Cl -6.22437 -1.43400 -2.04795
48 Cl -6.14331 1.04978 -0.48212
49 H -7.99590 -0.00707 -1.46229
50 H -7.36391 -0.91418 -0.06458
51 C -0.92042 2.01656 -7.35382
52 Cl -2.39140 2.93179 -6.99854
53 Cl -0.93611 0.41621 -6.60850
54 H -0.83833 1.89727 -8.42709
55 H -0.07242 2.56766 -6.96258
56 C -0.71524 -6.97565 7.59474
57 Cl -1.53884 -5.70892 6.67612
58 Cl 0.83116 -7.42470 6.86933
59 H -0.53142 -6.60556 8.59604
60 H -1.35328 -7.85046 7.61811
61 C 3.51795 4.14864 -3.76431
62 Cl 4.14162 2.85601 -4.79368
63 Cl 1.95051 4.74902 -4.32479
64 H 3.39303 3.76174 -2.75852
65 H 4.22207 4.97135 -3.77687

Atoms 1-3, force components in eV/Å:
0.8481 0.0660 -0.0149
-0.5936 -0.6860 -0.0847
-0.4059 0.3839 -0.0013

Values from the calculation:
- Spin multiplicity: 1
- SMILES: CCC[C@H](C)c1cc(Cl)c(S)c2c1C(=O)c1ccccc1C2=O.ClCCl.ClCCl.ClCCl.ClCCl.ClCCl
- Highest occupied orbital energy: -8.83 eV
- Strongest force on any atom: 0.0177 hartree/bohr

Mulliken population analysis, charges in e, atoms 1 to 2:
1. C -1.215
2. C -0.038

Record 4
A molecular structure, C26H78F4MgN2O21S4, computed with wB97M-V/def2-TZVPD.

Positions of all 136 atoms, in Å:
1 Mg -7.11224 -16.60686 16.60417
2 N -8.87772 -16.28118 15.47355
3 S -10.15368 -15.48778 15.95940
4 O -11.10383 -15.55581 14.91116
5 O -9.74151 -14.22170 16.51473
6 F -10.70723 -16.29560 17.13039
7 S -8.29284 -16.27681 13.95069
8 O -8.15570 -15.01692 13.43847
9 O -8.85143 -17.28410 13.13430
10 F -6.91229 -16.86012 14.45729
11 N -4.97016 -15.82190 17.07195
12 S -4.15822 -16.50484 18.27109
13 O -3.85277 -15.61206 19.32691
14 O -3.23114 -17.47712 17.82137
15 F -5.30217 -17.49037 18.79440
16 S -5.14791 -14.23495 17.04557
17 O -4.36738 -13.57385 16.18404
18 O -5.55076 -13.68555 18.23184
19 F -6.58484 -14.37273 16.31480
20 C -1.54827 -12.21020 19.59989
21 C -0.16074 -12.47916 19.07785
22 O -0.10826 -13.78569 18.46420
23 H -2.29971 -12.23971 18.83944
24 H -1.54961 -11.26901 20.11789
25 H -1.83142 -12.96304 20.31710
26 H 0.55719 -12.35508 19.87986
27 H 0.23166 -11.72651 18.32928
28 H 0.01959 -14.45079 19.15935
29 C -8.64710 -11.07971 15.44440
30 C -8.31357 -11.03808 16.93739
31 O -8.02242 -9.75075 17.44324
32 H -7.92234 -10.51627 14.85918
33 H -9.66728 -10.77886 15.22695
34 H -8.61748 -12.10216 15.05376
35 H -7.43661 -11.68601 17.15032
36 H -9.15623 -11.44290 17.54748
37 H -8.47424 -9.06297 16.94852
38 C -6.62370 -10.40177 20.52379
39 C -6.76784 -8.88071 20.37720
40 O -7.68296 -8.47591 21.41009
41 H -6.39300 -10.67444 21.54404
42 H -5.72808 -10.79419 19.96206
43 H -7.55718 -10.86842 20.16987
44 H -7.13032 -8.54878 19.40455
45 H -5.77736 -8.39941 20.50969
46 H -8.08097 -7.74831 20.94626
47 C 0.56697 -17.75230 15.53246
48 C 1.01171 -17.28234 14.05941
49 O 0.31252 -16.13103 13.66841
50 H 1.04220 -18.72249 15.67683
51 H -0.49827 -17.87280 15.59244
52 H 0.86943 -16.98926 16.23233
53 H 0.78805 -18.10794 13.40847
54 H 2.08285 -17.15604 14.11739
55 H 0.39214 -15.50902 14.44192
56 C -6.15356 -21.14407 19.80578
57 C -5.73922 -21.66931 18.46806
58 O -5.21452 -20.65445 17.57751
59 H -5.40262 -20.58812 20.28671
60 H -6.40079 -22.06434 20.35486
61 H -7.07014 -20.56699 19.74794
62 H -6.61210 -22.11935 17.92328
63 H -4.98776 -22.43366 18.64669
64 H -4.41546 -20.23008 17.94993
65 C -0.23101 -12.47726 14.51482
66 C -1.07360 -13.56823 15.13562
67 O -0.31551 -14.58963 15.74912
68 H 0.26931 -11.85241 15.27999
69 H -0.78102 -11.86016 13.81517
70 H 0.66989 -12.94089 14.00664
71 H -1.54789 -14.04044 14.25622
72 H -1.83345 -13.27956 15.88174
73 H -0.07198 -14.29750 16.66750
74 C -8.46536 -14.19022 19.93098
75 C -7.75004 -15.46704 19.91690
76 O -7.65980 -15.86035 18.43911
77 H -8.66462 -13.92150 21.00487
78 H -9.38331 -14.24642 19.38569
79 H -7.90054 -13.39002 19.50958
80 H -8.35530 -16.27630 20.30944
81 H -6.73908 -15.33984 20.26307
82 H -8.50570 -15.44409 18.09261
83 C -2.00814 -20.44542 16.67556
84 C -2.80566 -19.95300 15.50581
85 O -1.99965 -20.33189 14.35165
86 H -2.52128 -20.39147 17.64540
87 H -1.19719 -19.73965 16.76493
88 H -1.69650 -21.44955 16.55238
89 H -2.95718 -18.85162 15.59097
90 H -3.79864 -20.40824 15.46808
91 H -1.23694 -19.75341 14.45191
92 C -4.69903 -12.60700 22.78375
93 C -3.94485 -13.93523 22.90195
94 O -2.62643 -13.66841 23.35557
95 H -4.25531 -12.06339 21.92417
96 H -4.57920 -12.02410 23.69657
97 H -5.74851 -12.79678 22.49225
98 H -3.83802 -14.47422 21.94367
99 H -4.49993 -14.61457 23.52145
100 H -2.54245 -13.24978 24.20025
101 C -5.53634 -11.78231 13.02901
102 C -4.39258 -12.72760 13.19885
103 O -3.67600 -12.80636 11.97371
104 H -6.26948 -12.13469 12.32731
105 H -5.17231 -10.82390 12.64499
106 H -5.96103 -11.65014 14.01600
107 H -4.85154 -13.66515 13.42001
108 H -3.67762 -12.54478 14.04254
109 H -3.23291 -13.61389 11.71939
110 C -8.97275 -20.20267 16.12164
111 C -8.58180 -19.31010 17.23678
112 O -7.33596 -18.63830 16.92255
113 H -9.25600 -19.75484 15.15128
114 H -9.81545 -20.75105 16.49476
115 H -8.14456 -20.93106 15.89056
116 H -8.48463 -19.78259 18.23559
117 H -9.35127 -18.53320 17.39674
118 H -6.71235 -19.36849 16.73583
119 C -3.49233 -16.58655 13.72918
120 C -3.00250 -16.52759 12.29651
121 O -2.12568 -15.46548 12.02402
122 H -3.98939 -15.62676 13.85579
123 H -2.68431 -16.65996 14.50531
124 H -4.19374 -17.37282 13.85340
125 H -3.85891 -16.32264 11.66456
126 H -2.60504 -17.54215 11.93251
127 H -1.27601 -15.79742 12.35050
128 C -3.85318 -9.04310 16.53502
129 C -3.32784 -10.39879 16.85231
130 O -1.90435 -10.34465 16.90547
131 H -3.23997 -8.66491 15.68684
132 H -3.81938 -8.29803 17.33162
133 H -4.89480 -9.18706 16.25349
134 H -3.65420 -11.01991 16.03805
135 H -3.70540 -10.80441 17.80407
136 H -1.44858 -11.15861 16.61776

Atoms 1-3, force components in eV/Å:
0.7317 -0.0297 0.7803
1.6399 -1.0860 1.1271
0.5022 2.7621 -3.1526

Values from the calculation:
- Spin multiplicity: 1
- Highest occupied orbital energy: -9.50 eV
- Strongest force on any atom: 0.1389 hartree/bohr

Mulliken population analysis, charges in e, atoms 1 to 2:
1. Mg 3.071
2. N -0.326